[1]
Molecular formula: C4H2CoO2
Method: DFT, ωB97M-V with the def2-TZVPD basis set

As for the spin multiplicity: 6. As for the expectation value of S²: 8.776. Its LUMO energy (spin up / spin down) is -11.8407 / -12.9402 eV. As for the energy above the lowest of the compared OMol25 structures with the same formula, charge and spin: 0.0 kcal per mole. The HOMO energy (spin up / spin down) comes out at -15.769 / -19.378 eV. As for the HOMO-LUMO gap (spin up / spin down): 0.1444 / 0.2366 hartree. The total charge is +2.

Atoms and positions in Å:
H1 0.547 0.185 -2.546
C1 1.555 0.833 -1.291
O1 -0.815 -0.927 1.764
H2 -1.571 0.754 0.841
Co1 -1.665 -1.439 3.215
C2 0.586 -0.183 -1.384
O2 2.585 1.208 -0.961
C3 -0.286 -0.281 -0.413
C4 -0.936 -0.149 0.774

=====

[2]
Molecular formula: C4H2CuO2
Method: DFT, ωB97M-V with the def2-TZVPD basis set

As for the spin multiplicity: 2. As for the expectation value of S²: 0.760. Its LUMO energy (spin up / spin down) is -0.9199 / -0.9206 eV. As for the energy above the lowest of the compared OMol25 structures with the same formula, charge and spin: 88.3 kcal per mole. The HOMO energy (spin up / spin down) comes out at -7.279 / -6.767 eV. As for the HOMO-LUMO gap (spin up / spin down): 0.2337 / 0.2149 hartree.

Atoms and positions in Å:
C1 -0.602 0.402 -1.120
H1 0.652 0.104 -3.013
H2 -2.226 1.143 2.066
C2 0.074 0.286 -2.122
Cu1 1.291 0.186 0.844
C3 -1.775 0.886 1.121
C4 -1.284 0.475 0.083
O1 2.502 -1.581 0.767
O2 1.368 -1.901 1.375

=====

[3]
Molecular formula: C4H2F12Li2N2O9S4
Method: DFT, ωB97M-V with the def2-TZVPD basis set

Its LUMO energy is -0.6459 eV. As for the energy above the lowest of the compared OMol25 structures with the same formula, charge and spin: 45.7 kcal per mole. The HOMO energy comes out at -11.308 eV. As for the HOMO-LUMO gap: 0.3918 hartree.

Atoms and positions in Å:
F1 3.439 3.422 -1.435
F2 -2.095 3.635 1.528
Li1 -0.679 -0.014 -0.731
O1 -1.128 -3.722 -0.183
H1 -2.908 1.229 -2.029
F3 1.159 -4.628 -1.556
C1 1.446 -3.389 -1.146
F4 -2.649 -1.313 2.963
H2 -3.204 -0.200 -1.628
O2 0.407 -3.423 1.974
F5 -0.173 3.369 2.577
O3 0.978 4.019 0.238
C2 -2.147 -2.327 2.216
S1 1.336 1.804 -1.780
S2 -0.228 -2.634 -0.589
O4 -0.994 3.655 -1.014
S3 -0.090 3.077 -0.055
F6 -2.735 -2.163 1.066
C3 3.160 2.154 -1.106
Li2 1.183 0.330 0.889
F7 3.200 2.005 0.221
O5 1.381 0.479 -2.451
F8 -1.313 1.679 1.936
O6 0.023 -1.332 3.233
F9 2.207 -3.458 -0.060
S4 -0.210 -2.099 1.991
F10 3.982 1.305 -1.686
F11 2.080 -2.629 -2.049
F12 -2.435 -3.457 2.760
C4 -1.001 2.963 1.639
O7 0.857 2.811 -2.772
O8 -0.706 -1.904 -1.766
N1 0.021 -1.315 0.639
N2 0.402 1.566 -0.324
O9 -2.564 0.502 -1.510

=====

[4]
Molecular formula: C4H2F2N3O2
Method: DFT, ωB97M-V with the def2-TZVPD basis set

Its LUMO energy is 3.5946 eV. The HOMO energy comes out at -6.178 eV. As for the HOMO-LUMO gap: 0.3591 hartree. The total charge is -1.

Atoms and positions in Å:
C1 0.344 -0.197 0.070
C2 -0.824 0.505 -0.576
O1 1.784 1.355 -0.834
C3 -2.056 -0.290 -0.757
H1 0.460 0.548 1.556
N1 -3.068 -0.823 -0.916
O2 2.533 -0.631 -0.510
H2 -0.520 0.906 -1.551
N2 1.631 0.185 -0.516
F1 -1.186 1.614 0.215
C4 0.244 -1.611 0.356
N3 0.146 -2.693 0.758
F2 0.513 1.132 2.705

=====

[5]
Molecular formula: C4H2F2O
Method: DFT, ωB97M-V with the def2-TZVPD basis set

Its LUMO energy is -0.7383 eV. As for the energy above the lowest of the compared OMol25 structures with the same formula, charge and spin: 136.0 kcal per mole. The HOMO energy comes out at -10.041 eV. As for the HOMO-LUMO gap: 0.3419 hartree.

Atoms and positions in Å:
C1 1.730 0.180 0.059
F1 2.129 0.743 1.192
H1 -0.467 0.491 1.258
C2 0.389 0.026 -0.323
O1 -0.726 0.346 0.403
H2 0.069 -0.019 -1.456
C3 0.871 -1.510 0.095
C4 0.607 -2.679 0.371
F2 2.689 0.272 -0.906

=====

[6]
Molecular formula: C4H2F3N3O4
Method: DFT, ωB97M-V with the def2-TZVPD basis set

Its LUMO energy is -0.4125 eV. As for the energy above the lowest of the compared OMol25 structures with the same formula, charge and spin: 0.0 kcal per mole. The HOMO energy comes out at -11.460 eV. As for the HOMO-LUMO gap: 0.4060 hartree.

Atoms and positions in Å:
N1 2.649 -2.833 2.134
C1 1.876 -2.089 1.790
F1 2.995 0.396 3.401
O1 -1.306 -0.944 2.552
F2 3.279 0.419 1.244
C2 0.869 -0.997 1.480
H1 1.750 0.570 -0.241
F3 2.252 2.007 2.261
N2 -0.501 -1.607 2.046
O2 0.213 -1.852 -0.627
N3 0.859 0.321 -0.525
C3 0.638 -0.930 -0.027
C4 2.377 0.708 2.253
O3 1.157 0.184 2.205
O4 -0.566 -2.805 1.940
H2 0.699 0.392 -1.468

=====

[7]
Molecular formula: C4H2F7NOS
Method: DFT, ωB97M-V with the def2-TZVPD basis set

Its LUMO energy is -0.0313 eV. As for the energy above the lowest of the compared OMol25 structures with the same formula, charge and spin: 5.8 kcal per mole. The HOMO energy comes out at -9.174 eV. As for the HOMO-LUMO gap: 0.3360 hartree.

Atoms and positions in Å:
F1 -0.173 -1.199 1.496
F2 -2.244 -2.306 0.117
H1 2.418 0.386 -1.730
C1 -2.110 -1.008 0.199
F3 -2.847 -0.447 1.209
C2 2.301 0.010 0.326
F4 -2.658 -0.527 -0.871
S1 1.325 1.637 0.449
C3 -0.652 -0.545 0.389
C4 -0.507 0.982 0.539
F5 -1.046 1.361 1.818
N1 2.685 -0.136 -0.838
F6 -1.298 1.534 -0.357
O1 1.333 2.186 -0.910
H2 3.439 -0.942 -1.189
F7 0.035 -0.986 -0.647

=====

[8]
Molecular formula: C4H2F9O12P2SV
Method: DFT, ωB97M-V with the def2-TZVPD basis set

As for the spin multiplicity: 2. As for the expectation value of S²: 0.757. Its LUMO energy (spin up / spin down) is 1.1457 / 1.7878 eV. As for the energy above the lowest of the compared OMol25 structures with the same formula, charge and spin: 0.0 kcal per mole. The HOMO energy (spin up / spin down) comes out at -7.480 / -7.704 eV. As for the HOMO-LUMO gap (spin up / spin down): 0.3170 / 0.3488 hartree. The total charge is -1.

Atoms and positions in Å:
F1 0.777 -4.892 1.084
O1 3.883 0.574 -0.244
H1 4.143 -1.927 0.037
C1 -0.427 -4.361 1.327
O2 0.287 0.633 2.177
O3 1.970 2.399 2.175
V1 -0.169 -0.352 0.749
O4 -2.783 0.227 -1.749
O5 -3.436 0.720 0.552
F2 -1.723 -1.349 2.997
C2 0.725 -3.238 3.313
O6 2.702 -0.018 1.972
O7 -1.778 -1.046 0.092
C3 -1.687 -2.663 2.747
F3 -1.918 -3.302 3.904
P1 2.869 -0.270 0.383
F4 -2.690 -2.959 1.925
O8 1.887 0.828 4.211
O9 1.415 -0.179 -0.170
F5 0.521 -4.383 3.984
S1 -2.421 0.324 -0.371
F6 -1.152 -5.284 1.980
O10 3.242 -1.817 0.359
F7 0.624 -2.224 4.175
O11 -1.121 1.107 -0.154
H2 2.642 2.869 2.680
P2 1.695 0.950 2.772
F8 1.971 -3.257 2.851
C4 -0.294 -3.045 2.145
F9 -1.011 -4.129 0.157
O12 0.225 -2.085 1.325

=====

[9]
Molecular formula: C4H2FIrLiO4
Method: DFT, ωB97M-V with the def2-TZVPD basis set

As for the spin multiplicity: 5. As for the expectation value of S²: 6.010. Its LUMO energy (spin up / spin down) is -13.8271 / -18.9227 eV. The HOMO energy (spin up / spin down) comes out at -23.509 / -23.736 eV. As for the HOMO-LUMO gap (spin up / spin down): 0.3558 / 0.1769 hartree. The total charge is +3.

Atoms and positions in Å:
O1 0.729 -1.232 -1.295
H1 1.490 -0.577 1.422
Ir1 -1.490 -0.505 0.451
F1 0.246 0.963 -1.214
Li1 3.084 -2.157 -2.973
C1 2.027 -1.416 -1.278
C2 1.560 -0.045 0.468
O2 -3.987 2.127 2.942
O3 2.574 -0.734 -0.324
O4 -2.583 1.042 1.449
C3 -3.278 1.588 2.200
C4 0.316 -0.165 -0.384
H2 1.875 0.991 0.622

=====

[10]
Molecular formula: C4H2FNO2
Method: DFT, ωB97M-V with the def2-TZVPD basis set

Its LUMO energy is -0.4882 eV. As for the energy above the lowest of the compared OMol25 structures with the same formula, charge and spin: 0.0 kcal per mole. The HOMO energy comes out at -10.640 eV. As for the HOMO-LUMO gap: 0.3731 hartree.

Atoms and positions in Å:
O1 4.477 0.770 -0.432
C1 3.342 0.580 -0.226
F1 1.284 -2.887 0.852
N1 2.186 0.667 0.088
C2 0.882 0.166 -0.077
C3 0.142 -0.929 -0.018
C4 0.283 -2.357 0.039
H1 0.326 1.112 -0.324
H2 -0.737 -0.588 -0.448
O2 -0.449 -3.130 -0.485

=====

Question: Number 7 is which compound?
Answer: C4H2F7NOS